No. 1
Formula: C36H78N6O5P2S
Source: the Open Molecules 2025 dataset
Level of theory: ωB97M-V/def2-TZVPD

Structure (XYZ):
```
128
C36H78N6O5P2S | the Open Molecules 2025 dataset | ωB97M-V/def2-TZVPD
C -1.406 1.242 0.745
C -2.374 0.854 -0.398
C -2.601 -0.696 -0.259
C -1.825 1.075 -1.856
C -3.090 1.361 -2.753
C -0.857 2.279 -2.035
O 0.479 1.851 -2.433
C 1.117 1.146 -1.465
C 1.769 1.740 -0.413
P 1.804 3.575 -0.283
O 3.199 4.033 -0.528
C 2.448 0.905 0.616
O 3.057 1.495 1.706
C 2.516 -0.460 0.576
P 3.411 -1.537 1.814
O 2.396 -2.827 2.100
O 3.640 -0.692 3.221
C 1.848 -1.136 -0.528
N 1.789 -2.440 -0.705
S 0.954 -2.624 -2.111
N 0.665 -1.085 -2.459
C 1.184 -0.293 -1.518
H -0.484 0.642 0.761
H -1.221 2.328 0.777
H -1.928 1.005 1.694
H -3.369 1.319 -0.287
H -2.919 -1.154 -1.209
H -1.595 -1.118 -0.051
H -3.238 -0.958 0.597
H -1.412 0.129 -2.230
H -3.997 0.911 -2.316
H -3.281 2.446 -2.821
H -2.886 1.001 -3.773
H -1.221 2.849 -2.905
H -0.843 2.986 -1.192
H 1.022 4.125 -1.334
H 1.383 4.029 0.994
H 2.579 2.306 1.933
H 1.529 -2.477 2.371
H 2.850 -0.143 3.359
C 5.870 3.309 1.541
C 6.496 3.681 0.218
N 7.432 4.793 0.281
C 7.805 5.302 -1.028
C 8.584 4.375 -1.967
C 8.525 4.649 1.228
C 9.462 3.447 1.064
H 5.359 4.163 1.993
H 5.132 2.527 1.369
H 6.602 2.925 2.255
H 5.669 3.959 -0.441
H 6.960 2.786 -0.224
H 8.370 6.231 -0.901
H 6.885 5.603 -1.540
H 9.630 4.285 -1.672
H 8.576 4.786 -2.980
H 8.150 3.375 -2.020
H 8.099 4.613 2.235
H 9.122 5.566 1.223
H 8.925 2.523 0.846
H 10.020 3.287 1.991
H 10.198 3.613 0.278
C -6.385 -0.476 -5.144
C -7.425 -0.999 -4.164
N -7.379 -0.369 -2.853
C -8.196 -1.055 -1.863
C -9.713 -1.081 -2.074
C -7.471 1.084 -2.836
C -8.716 1.724 -3.461
H -5.375 -0.580 -4.743
H -6.437 -1.044 -6.074
H -6.553 0.573 -5.397
H -7.236 -2.069 -4.036
H -8.419 -0.910 -4.625
H -7.984 -0.635 -0.875
H -7.847 -2.092 -1.805
H -10.171 -0.122 -1.831
H -10.163 -1.822 -1.410
H -9.988 -1.351 -3.094
H -6.590 1.491 -3.343
H -7.371 1.438 -1.806
H -8.997 1.258 -4.406
H -8.522 2.780 -3.665
H -9.572 1.686 -2.789
C 12.032 -0.407 7.081
C 12.384 -0.021 5.652
N 11.258 0.490 4.890
C 11.537 0.612 3.468
C 12.608 1.616 3.028
C 10.544 1.609 5.483
C 11.336 2.887 5.781
H 11.226 -1.142 7.103
H 12.904 -0.849 7.567
H 11.734 0.456 7.678
H 12.754 -0.923 5.154
H 13.224 0.689 5.675
H 10.605 0.839 2.941
H 11.832 -0.377 3.100
H 12.245 2.642 3.077
H 12.883 1.428 1.988
H 13.521 1.541 3.622
H 10.088 1.266 6.416
H 9.691 1.861 4.847
H 12.310 2.681 6.227
H 10.779 3.507 6.489
H 11.486 3.490 4.887
C -12.606 -7.409 0.696
C -12.534 -6.256 -0.294
N -11.185 -5.947 -0.735
C -11.094 -4.696 -1.470
C -11.823 -4.597 -2.814
C -10.430 -7.056 -1.298
C -11.013 -7.772 -2.522
H -11.982 -7.218 1.570
H -13.635 -7.536 1.038
H -12.298 -8.355 0.247
H -12.941 -5.372 0.207
H -13.205 -6.472 -1.138
H -10.040 -4.446 -1.623
H -11.478 -3.901 -0.821
H -11.294 -5.131 -3.602
H -11.879 -3.551 -3.125
H -12.845 -4.974 -2.763
H -10.280 -7.800 -0.510
H -9.420 -6.713 -1.537
H -12.086 -7.950 -2.430
H -10.532 -8.745 -2.642
H -10.833 -7.216 -3.441
```

***

No. 2
Formula: C4H6O
Source: the Open Molecules 2025 dataset
Level of theory: ωB97M-V/def2-TZVPD

Values from the calculation:
Energy relative to the best compared isomer or geometry (same formula, charge and spin): 108.4 kJ/mol
SMILES: C=C/C=C/O

Structure (XYZ):
```
11
C4H6O | the Open Molecules 2025 dataset | ωB97M-V/def2-TZVPD
C -1.268 1.770 0.316
C -0.121 1.279 0.766
C 0.103 -0.194 0.563
C 0.603 -0.684 -0.567
O 0.687 -2.019 -0.806
H -1.626 2.775 0.549
H -1.887 1.273 -0.420
H 0.383 1.803 1.556
H -0.031 -0.705 1.518
H 0.980 0.024 -1.300
H 0.672 -2.216 -1.738
```

***

No. 3
Formula: C33H33LuN7PS2
Source: the Open Molecules 2025 dataset
Level of theory: ωB97M-V/def2-TZVPD

Values from the calculation:
Energy relative to the best compared isomer or geometry (same formula, charge and spin): 53.9 kJ/mol
Total charge: +2

Structure (XYZ):
```
77
C33H33LuN7PS2 | the Open Molecules 2025 dataset | ωB97M-V/def2-TZVPD
Lu 0.315 0.335 -0.340
C -0.887 -6.021 0.422
C 0.327 -5.101 0.485
N 0.042 -3.939 1.291
C -0.059 -2.671 0.909
S 0.173 -2.248 -0.758
N -0.381 -1.828 1.879
N -0.410 -0.510 1.650
C -0.862 0.253 2.621
C -1.364 -0.344 3.898
C -0.810 1.695 2.407
C -1.159 2.601 3.418
C -1.048 3.957 3.192
C -0.599 4.401 1.954
C -0.267 3.453 1.002
N -0.358 2.136 1.202
H -0.664 -6.872 -0.213
H -1.743 -5.490 0.009
H -1.143 -6.396 1.410
H 0.611 -4.768 -0.514
H 1.170 -5.631 0.940
H -0.217 -4.119 2.254
H -1.635 -1.378 3.702
H -2.221 0.193 4.289
H -0.587 -0.350 4.661
H -1.488 2.241 4.376
H -1.301 4.659 3.973
H -0.488 5.452 1.744
H 0.108 3.759 0.029
N 4.704 1.451 0.035
C 4.459 1.809 1.339
C 5.256 2.389 2.314
C 4.674 2.591 3.548
C 3.350 2.217 3.808
C 2.552 1.647 2.841
C 3.111 1.464 1.579
N 2.566 0.944 0.421
C 3.559 0.939 -0.467
C 3.368 0.391 -1.792
C 4.313 0.008 -2.709
S 3.569 -0.686 -4.080
C 2.042 -0.416 -3.361
N 2.072 0.142 -2.183
H 5.583 1.564 -0.446
H 6.278 2.663 2.113
H 5.250 3.042 4.337
H 2.949 2.378 4.797
H 1.542 1.338 3.056
H 5.381 0.074 -2.641
H 1.126 -0.695 -3.851
C -1.123 2.625 -3.397
P -1.469 1.187 -2.312
C -2.722 0.333 -3.333
C -2.453 -0.904 -3.912
C -3.376 -1.471 -4.778
C -4.565 -0.817 -5.058
C -4.843 0.403 -4.458
C -3.929 0.980 -3.597
C -2.541 1.863 -0.986
C -2.959 0.935 -0.025
C -3.767 1.339 1.024
C -4.153 2.669 1.129
C -3.739 3.589 0.179
C -2.934 3.191 -0.876
H -2.057 3.069 -3.740
H -0.572 2.279 -4.271
H -0.521 3.369 -2.877
H -1.530 -1.422 -3.681
H -3.163 -2.424 -5.237
H -5.281 -1.254 -5.734
H -5.771 0.916 -4.660
H -4.153 1.925 -3.123
H -2.703 -0.121 -0.147
H -4.103 0.620 1.756
H -4.790 2.986 1.939
H -4.048 4.620 0.251
H -2.626 3.919 -1.612
```

***

No. 4
Formula: C42H100ClN12O14
Source: the Open Molecules 2025 dataset
Level of theory: ωB97M-V/def2-TZVPD

Values from the calculation:
Total charge: -1

Structure (XYZ):
```
169
C42H100ClN12O14 | the Open Molecules 2025 dataset | ωB97M-V/def2-TZVPD
Cl 0.371 0.382 -0.354
O -0.753 -0.104 -1.047
O 1.011 1.407 -1.126
O -0.033 0.851 0.960
O 1.353 -0.620 -0.207
C -1.540 -4.910 4.544
C -2.856 -4.366 4.154
N -2.880 -3.177 3.279
C -2.183 -2.066 3.952
C -2.074 -0.854 3.028
C -4.219 -2.801 2.845
C -4.765 -3.854 1.957
H -0.846 -4.882 3.703
H -1.533 -5.950 4.871
H -0.954 -4.385 5.298
H -3.281 -5.145 3.520
H -3.557 -4.239 4.979
H -2.554 -1.826 4.949
H -1.128 -2.304 4.091
H -1.592 -1.116 2.087
H -3.010 -0.304 2.929
H -1.416 -0.132 3.512
H -4.246 -1.881 2.261
H -4.876 -2.597 3.690
H -3.992 -4.340 1.361
H -5.520 -3.509 1.252
H -5.240 -4.548 2.650
C 1.265 4.884 6.208
C 1.126 3.899 4.993
N 2.475 3.417 4.644
C 2.927 2.499 5.673
C 4.452 2.334 5.680
C 2.555 2.829 3.244
C 2.376 3.958 2.209
H 2.068 5.608 6.066
H 1.343 4.507 7.227
H 0.344 5.467 6.183
H 0.358 3.197 5.315
H 0.773 4.501 4.155
H 2.339 1.591 5.538
H 2.520 2.830 6.628
H 4.923 3.317 5.678
H 4.814 1.726 4.852
H 4.736 1.844 6.611
H 3.561 2.435 3.096
H 1.875 1.982 3.149
H 2.618 3.680 1.184
H 1.357 4.343 2.167
H 3.080 4.739 2.496
C 3.613 -2.628 -2.815
O 4.187 -1.996 -3.653
N 4.078 -3.756 -2.270
C 5.411 -4.375 -2.577
C 3.215 -4.547 -1.362
H 2.606 -2.365 -2.456
H 6.079 -4.315 -1.718
H 5.763 -3.959 -3.521
H 5.338 -5.434 -2.825
H 3.690 -4.546 -0.381
H 2.180 -4.212 -1.294
H 3.179 -5.613 -1.588
C 3.376 4.123 -2.928
O 4.454 3.684 -3.332
N 3.192 4.945 -1.869
C 1.814 5.316 -1.455
C 4.210 5.416 -0.904
H 2.394 4.019 -3.415
H 1.627 6.380 -1.308
H 1.707 4.769 -0.519
H 1.010 4.940 -2.087
H 4.474 6.473 -0.944
H 3.896 5.172 0.111
H 5.118 4.848 -1.107
C -3.632 -0.289 -6.338
O -4.370 0.530 -5.744
N -3.413 -1.564 -6.040
C -2.476 -2.327 -6.833
C -4.050 -2.307 -4.985
H -3.101 0.028 -7.248
H -1.865 -2.992 -6.224
H -1.852 -1.733 -7.501
H -3.096 -2.906 -7.518
H -3.281 -2.679 -4.308
H -4.778 -1.722 -4.423
H -4.545 -3.175 -5.420
C -0.617 -3.293 -2.052
O -0.756 -3.382 -3.273
N -1.483 -3.872 -1.157
C -1.401 -3.520 0.250
C -2.732 -4.585 -1.632
H 0.197 -2.703 -1.602
H -1.712 -4.486 0.649
H -2.078 -2.733 0.581
H -0.445 -3.134 0.604
H -2.695 -4.899 -2.675
H -2.927 -5.521 -1.107
H -3.627 -3.975 -1.512
C 4.827 0.310 -1.171
O 5.370 -0.020 -2.243
N 4.929 -0.409 -0.050
C 4.312 0.117 1.178
C 5.672 -1.605 0.167
H 4.198 1.199 -1.009
H 4.889 0.175 2.102
H 3.508 -0.566 1.450
H 3.806 1.082 1.168
H 6.479 -1.327 0.845
H 5.025 -2.335 0.654
H 6.065 -2.020 -0.761
C 2.169 -3.127 2.477
O 2.614 -4.264 2.264
N 2.503 -2.324 3.524
C 1.697 -1.159 3.723
C 3.524 -2.655 4.500
H 1.377 -2.664 1.868
H 1.042 -1.214 4.593
H 1.217 -0.898 2.780
H 2.334 -0.304 3.945
H 3.117 -2.702 5.510
H 4.057 -3.583 4.293
H 4.319 -1.916 4.398
C -6.432 -0.458 -2.344
O -7.524 -0.400 -1.756
N -5.263 -0.721 -1.731
C -3.997 -0.454 -2.426
C -5.108 -1.099 -0.365
H -6.285 -0.185 -3.400
H -3.545 0.458 -2.036
H -4.097 -0.219 -3.486
H -3.203 -1.182 -2.260
H -4.957 -2.169 -0.221
H -4.304 -0.507 0.072
H -6.044 -0.913 0.162
C 1.928 0.584 -4.252
O 3.137 0.367 -4.317
N 0.913 -0.188 -4.750
C -0.447 0.197 -4.399
C 0.997 -1.402 -5.601
H 1.508 1.479 -3.769
H -0.558 0.934 -3.603
H -1.000 -0.690 -4.092
H -0.998 0.680 -5.206
H 1.986 -1.850 -5.509
H 0.233 -2.146 -5.373
H 0.892 -1.081 -6.638
C -1.071 3.438 -4.848
O 0.135 3.548 -4.586
N -1.953 3.197 -3.870
C -3.408 3.156 -4.045
C -1.635 3.218 -2.440
H -1.566 3.458 -5.831
H -3.866 4.091 -3.721
H -3.933 2.344 -3.543
H -3.668 3.152 -5.103
H -1.919 2.265 -1.993
H -0.575 3.412 -2.281
H -2.242 3.988 -1.963
C -1.302 4.375 1.523
O -0.790 5.462 1.285
N -2.346 4.248 2.331
C -2.971 5.374 2.942
C -2.652 2.932 2.946
H -0.994 3.391 1.137
H -3.154 6.172 2.223
H -2.219 5.708 3.657
H -3.935 5.162 3.404
H -2.156 2.818 3.911
H -3.689 2.767 3.238
H -2.420 2.071 2.319
```

***

E_LUMO readings, ordered: -1.2, 0.9, -5.8, 2.0 eV
Frontier orbital gap readings, ordered: 6.4, 9.6, 7.0, 7.7 eV
Calculated total energy readings, ordered: -3204.029845, -231.182420, -4033.587108, -3830.634047 Ha